{
  "formula": "CH8NO2",
  "method": "ωB97M-V/def2-TZVPD",
  "total_energy_ha": -247.264220,
  "e_above_lowest_ev": 0.6606,
  "s_squared": 0.753,
  "orbital_gap_ev": [10.3804, 2.8788],
  "fmax_ha_per_bohr": 0.03868,
  "lumo_energy_ev": [-9.36, -16.84],
  "charge": 2,
  "spin_multiplicity": 2,
  "symbols": ["O", "H", "C", "H", "H", "H", "H", "O", "H", "N", "H", "H"],
  "xyz": [[2.60163, -1.11347, -0.37429], [0.01219, 0.23731, -2.23008], [-0.63227, 0.14276, -1.36702], [3.51896, -1.22296, 0.05004], [2.35363, -2.08016, -0.56045], [-1.60101, 1.11638, 2.45846], [0.86865, 0.81838, -0.43271], [-1.87985, 0.62270, 1.66778], [-2.84010, 0.56157, 1.89403], [-0.11350, 0.62622, -0.29064], [-1.55287, -0.43455, -1.38669], [-0.73545, 0.72581, 0.57157]],
  "atomic_forces_ev_per_a": [[0.762, -1.140, 0.238], [-0.291, -0.401, -0.473], [0.884, -0.054, 0.697], [0.022, 0.524, 0.012], [-0.288, 0.197, -0.170], [0.397, -0.071, -0.188], [-0.151, 1.246, 0.820], [-0.930, 0.449, 1.269], [0.679, -0.266, -0.906], [-1.061, -0.967, -1.377], [-0.365, 0.721, 0.010], [0.343, -0.239, 0.068]]
}

{
  "formula": "C4H11NS",
  "method": "ωB97M-V/def2-TZVPD",
  "total_energy_ha": -611.916193,
  "e_above_lowest_ev": 0.7055,
  "orbital_gap_ev": 9.5658,
  "fmax_ha_per_bohr": 0.02528,
  "smiles": "CCSCNC",
  "lumo_energy_ev": 1.04,
  "charge": 0,
  "symbols": ["H", "H", "H", "H", "S", "C", "C", "H", "H", "N", "C", "H", "H", "C", "H", "H", "H"],
  "xyz": [[0.66630, 1.42181, 1.67830], [0.14926, -0.21785, -3.14870], [-0.39219, 1.67199, 2.95310], [-0.20212, -1.97930, -1.50851], [-1.41957, -0.68917, 0.21045], [-0.63032, -0.27151, 1.86371], [0.05729, -1.31966, -0.67693], [-1.28784, -0.71527, 2.60889], [1.84584, -0.52405, -1.18779], [0.89166, -0.20955, -1.13533], [0.38558, 0.45598, -2.31589], [-1.09774, 1.77641, 1.37702], [-0.56395, 0.91198, -2.03036], [-0.36923, 1.21873, 1.95708], [0.27623, -0.86756, 1.91905], [0.58960, -1.85392, 0.09899], [1.10120, 1.19096, -2.66308]],
  "atomic_forces_ev_per_a": [[-0.266, 0.125, -0.733], [0.145, -0.193, -0.095], [-0.369, -0.554, 0.313], [-0.468, -0.146, 0.174], [0.300, -0.422, 0.399], [-0.505, -0.520, -0.938], [0.204, 1.252, 0.283], [-0.230, 0.411, 0.067], [0.208, 0.078, -0.370], [-0.118, -0.521, 0.575], [-0.240, -0.337, 0.171], [0.241, 0.084, -0.286], [0.122, 0.335, -0.131], [0.533, 0.430, 0.776], [0.202, 0.092, -0.040], [0.283, -0.378, -0.176], [-0.040, 0.263, 0.012]]
}

{
  "formula": "C32H49FO13S5",
  "method": "ωB97M-V/def2-TZVPD",
  "total_energy_ha": -4317.082083,
  "e_above_lowest_ev": 13.4008,
  "orbital_gap_ev": 7.2713,
  "fmax_ha_per_bohr": 0.16335,
  "smiles": "CCOc1cc2c(cc1F)C(=O)C=CC2=O.O=S1(=O)CCCC1.O=S1(=O)CCCC1.O=S1(=O)CCCC1.O=S1(=O)CCCC1.O=S1(=O)CCCC1",
  "lumo_energy_ev": -1.64,
  "charge": 0,
  "symbols": ["H", "C", "S", "C", "H", "C", "C", "C", "H", "H", "C", "O", "H", "C", "H", "S", "H", "O", "H", "C", "H", "O", "H", "S", "O", "H", "H", "H", "H", "S", "H", "H", "C", "C", "C", "H", "H", "C", "H", "H", "H", "C", "O", "C", "H", "O", "C", "H", "O", "H", "C", "H", "H", "F", "H", "C", "C", "O", "H", "C", "C", "C", "O", "H", "H", "O", "H", "S", "O", "H", "O", "H", "H", "H", "O", "C", "H", "C", "H", "H", "C", "C", "C", "H", "H", "H", "C", "H", "H", "C", "H", "C", "C", "H", "H", "C", "H", "H", "C", "H"],
  "xyz": [[7.15149, 9.34028, -0.37132], [-0.06678, -3.88660, -1.73864], [5.95568, 8.00027, 2.73849], [-1.89425, -4.51595, 0.31548], [4.37354, 9.78447, 2.84845], [-0.08493, 3.59441, -2.32789], [-0.13732, -9.46160, 0.63541], [-2.88447, -3.24936, -0.10769], [2.29818, 2.15986, 3.60925], [-2.66546, -2.06069, 2.88408], [1.48645, -9.73476, -1.15303], [1.87095, -5.23681, -2.96703], [-3.16841, -1.41511, -1.65781], [5.55870, 9.91683, 1.00701], [1.38748, 4.42579, 3.44623], [2.68888, 4.13105, 1.46681], [-0.53700, -8.82393, 1.42573], [3.19965, 5.38859, 0.95870], [8.01751, 8.37119, 1.63868], [3.00163, 2.98089, 3.79235], [-0.01517, -8.14914, -1.09571], [6.64040, 8.64628, 3.83847], [3.10696, -10.23721, 0.21596], [1.04514, -10.60814, 1.31576], [1.72985, -9.96213, 2.41575], [0.01805, 3.80696, -4.49512], [-0.20604, 2.12223, -3.93281], [-7.34073, -2.93053, -0.80101], [-0.97889, 4.22506, -2.35958], [-7.95153, -1.24534, 0.77560], [-10.23398, -0.98989, 1.34431], [-7.37044, -1.28529, -1.51044], [0.27611, 3.07978, -3.72033], [-7.88393, -1.98499, -0.84427], [4.02280, 2.94558, 1.55044], [-9.52256, 0.54793, 0.76664], [0.24662, -5.75441, -0.16433], [-9.34290, -2.15010, -1.24289], [4.68387, 1.71233, 3.21789], [2.24743, -11.65646, -0.45610], [1.30815, -7.96182, 0.06833], [-0.51376, -1.64441, -3.46175], [5.32365, 6.70301, 2.87299], [6.39700, 8.87365, 0.26970], [5.07004, 3.42878, 3.37635], [2.35974, 1.45119, -3.76704], [7.04662, 7.97882, 1.32390], [4.89538, 10.45926, 0.32701], [-1.33632, -1.13193, -4.38921], [4.89746, 3.34576, 1.03145], [-9.57923, -0.53054, 0.59867], [1.02989, 4.57374, -0.72465], [3.19132, -2.49192, -3.10786], [-2.21632, -5.46098, 1.44802], [0.83471, -10.33722, -1.79740], [2.01312, -2.60664, -3.11337], [-2.43307, -2.30047, -1.38367], [2.62219, 3.80983, -4.66717], [-4.51007, -2.52044, 3.41565], [1.14373, -1.42392, -3.50009], [2.44625, 4.27918, 3.22601], [-10.03624, -0.85503, -0.82256], [-6.96881, -0.18234, 0.84455], [-0.30362, 2.74710, -1.66670], [3.02613, 5.13985, 3.57246], [-8.01801, -2.30410, 1.76085], [3.16630, 3.05112, 4.87150], [2.04982, 2.86648, -3.72983], [1.52844, 3.47925, 0.89702], [-3.97774, -0.64309, 3.23712], [-4.12025, -3.10208, 0.67796], [-9.44773, -2.33723, -2.31556], [1.22668, 5.31093, -2.32436], [2.24094, -9.26812, -1.79404], [0.41310, -11.90540, 1.45027], [4.30350, 2.72226, 3.03550], [3.27874, 4.00938, -2.03213], [4.77323, 9.14680, 2.05813], [-9.73822, -0.04541, -1.49978], [-9.78549, -2.99753, -0.70585], [1.12592, 4.35724, -1.79261], [-0.46652, -4.86364, -0.48138], [-1.03802, -2.60354, -2.19538], [5.74526, 8.27119, -0.37468], [-3.62119, -0.92484, 0.74244], [2.35271, 2.60956, -1.40444], [-4.24940, -1.76139, 1.26883], [1.59282, -0.37102, -3.81437], [3.96809, 8.56464, 1.60000], [0.64815, -8.69158, -0.41571], [6.21870, 10.64659, 1.49105], [2.33002, 3.47192, -2.07740], [2.13607, -10.62958, -0.09882], [-0.94246, -10.04376, 0.17728], [3.68926, 2.02517, 1.06333], [-3.79450, -1.74172, 2.87080], [-11.12582, -0.94343, -0.87643], [7.15798, 6.95195, 0.96662], [1.33889, -4.05874, -2.62894], [-5.38982, -1.43207, 1.15793]],
  "atomic_forces_ev_per_a": [[-0.110, -0.107, 0.101], [-2.272, 0.728, 1.352], [-0.229, -0.176, 0.190], [1.410, 0.734, -1.853], [0.094, -0.218, 0.043], [-0.173, -0.014, 0.259], [-0.373, 0.405, -0.151], [2.468, -1.581, -0.582], [0.044, 0.118, 0.058], [-2.241, 0.666, 0.366], [0.007, 0.055, -0.388], [-3.226, 7.203, 2.387], [1.891, -2.074, 0.489], [0.093, 0.268, -0.056], [0.087, 0.049, -0.209], [0.433, 0.528, 0.470], [0.065, -0.217, 0.039], [-0.586, -0.481, -0.340], [-0.193, -0.087, 0.103], [-0.089, -0.252, 0.126], [0.094, -0.062, 0.092], [-0.246, -0.419, -0.188], [-0.191, -0.085, 0.092], [-0.263, -0.338, 0.261], [-0.235, -0.384, -0.210], [0.197, -0.149, 0.048], [0.196, 0.112, -0.160], [0.066, 0.174, 0.162], [0.128, -0.130, -0.019], [-0.109, -0.120, -0.006], [0.238, 0.022, -0.035], [-0.021, -0.059, 0.151], [-0.731, -0.083, -0.145], [0.079, -0.282, -0.488], [0.519, -0.448, -0.161], [0.114, -0.231, 0.141], [-1.855, 2.148, -0.681], [-0.199, -0.196, -0.061], [-0.052, 0.164, -0.067], [-0.002, 0.124, 0.272], [-0.073, -0.076, -0.021], [-2.306, 1.257, -2.937], [0.355, 0.311, 0.388], [-0.054, 0.020, -0.400], [-0.143, -0.075, -0.073], [0.260, 0.195, -0.343], [0.500, -0.136, -0.498], [0.093, -0.070, 0.123], [5.029, -2.995, 6.025], [-0.283, 0.015, -0.053], [-0.609, 0.386, 0.050], [0.023, -0.049, -0.580], [-2.780, -0.480, -0.168], [0.793, 3.232, -3.599], [0.078, 0.099, 0.103], [-2.833, 2.774, -0.559], [1.988, -2.857, 0.982], [-0.015, -0.615, 0.112], [1.818, 1.790, -0.931], [1.232, -3.872, 1.333], [-0.147, 0.097, 0.533], [-0.205, 0.144, -0.291], [-0.291, -0.223, 0.294], [0.051, 0.124, -0.054], [-0.024, -0.057, -0.179], [0.284, 0.531, -0.173], [-0.049, 0.003, -0.172], [0.051, 0.432, 0.138], [0.182, 0.053, 0.274], [0.488, -2.241, -0.514], [3.717, 0.932, -2.089], [0.034, 0.000, 0.171], [0.054, -0.123, -0.018], [-0.131, -0.095, 0.092], [0.372, 0.467, 0.265], [0.333, -0.039, 0.287], [-0.036, -0.136, -0.155], [-0.411, 0.358, -0.170], [-0.038, -0.120, 0.095], [0.102, 0.075, -0.091], [-0.191, 0.492, 0.006], [-2.497, 3.413, -1.509], [-0.966, -1.699, 2.560], [0.085, 0.085, 0.111], [-1.004, -1.875, 0.605], [-0.040, 0.086, -0.130], [-0.877, 1.967, 1.380], [-1.093, -2.487, 0.584], [0.124, -0.029, 0.111], [0.016, 0.238, -0.090], [-0.125, -0.067, -0.036], [0.113, 0.174, 0.444], [0.502, -0.115, -0.499], [0.127, 0.020, 0.122], [-0.057, 0.191, 0.006], [-0.832, -0.619, -1.664], [0.181, 0.049, 0.023], [-0.009, 0.123, 0.260], [1.412, -3.315, -1.250], [2.893, -0.973, 0.371]]
}

{
  "formula": "C7H9N",
  "method": "ωB97M-V/def2-TZVPD",
  "total_energy_ha": -326.721517,
  "e_above_lowest_ev": 4.6111,
  "orbital_gap_ev": 9.6559,
  "fmax_ha_per_bohr": 0.18228,
  "smiles": "[H]/N=C\\CC1C=CC=C1",
  "lumo_energy_ev": 0.80,
  "charge": 0,
  "symbols": ["N", "C", "C", "C", "H", "H", "H", "C", "H", "H", "C", "H", "C", "H", "H", "H", "C"],
  "xyz": [[2.55814, -1.10261, -0.42911], [-0.46555, 0.63249, 0.68796], [1.49851, -0.30673, -0.44332], [-1.83024, -0.33294, -1.01545], [-0.18996, -0.94009, 1.94023], [-0.64463, 1.48357, -1.40619], [1.14995, 1.88825, -0.33563], [-1.70610, -1.15570, 0.26108], [1.61693, 0.94345, 1.23240], [-0.98317, 1.53849, 1.10496], [-0.86569, -0.59553, 1.05669], [-2.03329, -2.06554, 0.60457], [-0.99386, 0.69975, -0.75268], [3.22753, -0.70707, 0.41216], [-2.50106, -0.54626, -1.82996], [1.14371, -0.37818, -1.42318], [1.01875, 0.94463, 0.33546]],
  "atomic_forces_ev_per_a": [[-0.138, 3.843, 3.555], [1.591, 7.185, -5.805], [3.838, -0.369, -0.775], [0.578, 0.126, 2.428], [-2.261, -0.469, -1.081], [-0.509, 0.210, -0.199], [-0.214, -1.650, 1.477], [-1.055, -0.046, -2.404], [0.484, 0.689, 0.420], [0.532, -0.776, 0.400], [3.154, -2.840, 6.288], [-1.437, -2.361, -0.410], [-1.891, -0.097, -0.669], [-1.923, -1.655, -1.888], [0.290, -0.011, -0.245], [-2.004, -0.462, -1.246], [0.967, -1.316, 0.155]]
}

{
  "formula": "H24O12",
  "method": "ωB97M-V/def2-TZVPD",
  "total_energy_ha": -917.190892,
  "e_above_lowest_ev": 3.6590,
  "orbital_gap_ev": 9.9428,
  "fmax_ha_per_bohr": 0.03320,
  "smiles": "O.O.O.O.O.O.O.O.O.O.O.O",
  "lumo_energy_ev": -0.15,
  "charge": 0,
  "symbols": ["O", "H", "H", "H", "H", "H", "O", "H", "H", "O", "H", "H", "H", "H", "H", "O", "O", "H", "O", "H", "H", "O", "H", "H", "H", "H", "H", "H", "H", "O", "H", "O", "O", "O", "O", "H"],
  "xyz": [[1.94876, 2.33392, -1.53338], [-0.10241, -0.01125, 0.14671], [1.39317, 2.41293, -2.31700], [-1.13646, 4.56484, 0.17080], [0.37314, 4.53443, -3.17895], [-2.15240, 4.66848, 1.29648], [2.11685, -3.21893, -0.56111], [-2.60522, 2.33326, 2.29955], [-0.02442, -1.14482, -3.04745], [3.51287, 0.85010, 1.60959], [-2.17215, 1.06130, 1.58918], [-3.42987, -0.24687, 3.23455], [0.99487, -3.60555, -1.98577], [2.82546, -3.74373, -0.95030], [-0.89469, 0.09944, -2.98056], [0.02209, -0.19105, -2.91647], [-1.52099, -3.82636, 1.59387], [0.19073, -2.65403, 2.87958], [-3.32003, -1.04390, 2.70383], [-0.89453, -0.44725, -1.07497], [3.63532, 0.19519, 2.30607], [0.24587, -3.51899, -2.58618], [1.13660, -1.51370, 2.54045], [-0.89801, -3.09122, 1.61526], [1.23514, 5.01504, -2.02309], [0.60505, -3.04023, -3.34167], [1.79556, 1.43295, -1.22715], [2.85834, 0.45133, 1.02516], [-3.47253, -1.76335, 3.32682], [-0.41157, 0.30298, -0.71042], [-2.16000, -3.57265, 0.91838], [-1.96065, 5.00205, 0.41277], [-1.85026, 1.92948, 1.85683], [0.93766, 4.21288, -2.46697], [0.93421, -2.42734, 2.30962], [2.24446, -2.33937, -0.93404]],
  "atomic_forces_ev_per_a": [[0.504, -1.191, 0.393], [-0.208, 0.155, 0.174], [0.145, 0.073, 0.349], [-0.056, -0.114, -0.035], [-0.015, 0.107, 0.016], [0.086, 0.013, -0.176], [0.154, -0.058, -0.301], [0.064, -0.013, -0.054], [-0.039, -0.025, -0.044], [-0.155, -0.251, 0.091], [0.073, -0.002, -0.196], [-0.007, -0.061, -0.009], [-0.024, -0.017, 0.521], [0.173, -0.030, 0.200], [0.148, 0.161, -0.180], [0.060, -0.502, -1.606], [-0.211, 0.120, 0.057], [0.232, -0.044, 0.356], [0.036, 0.146, 0.124], [0.327, 0.071, 0.170], [0.097, 0.071, -0.029], [-0.278, 0.359, -0.612], [-0.009, -0.037, 0.053], [0.050, -0.106, -0.432], [0.115, -0.188, 0.066], [-0.005, -0.325, -0.132], [-0.071, 0.044, -0.083], [0.101, 0.165, -0.042], [0.051, -0.070, -0.138], [-0.311, 0.024, 1.679], [0.027, -0.077, 0.080], [0.019, 0.063, 0.126], [-0.173, -0.016, 0.266], [-0.777, 1.190, -0.775], [-0.172, 0.240, -0.011], [0.048, 0.125, 0.134]]
}